10
Properties=species:S:1:pos:R:3:lowdin_charge:R:1 method="wB97M-V/def2-TZVPD" energy_ha=-561.34367 homo_ev=-10.040 smiles="C=C(C#N)C#N.I" charge=0 de_lowest_ev=1.027 orbital_gap_ev=8.895
C -0.5680 0.4713 1.6430 0.1410
C -0.6346 -0.1599 0.4224 -0.3566
C -0.7911 -1.5387 0.1811 -0.2225
N -0.8969 -2.5735 -0.2946 0.2016
C -0.6643 0.5458 -0.8013 -0.2838
N -0.5569 1.0554 -1.8129 0.1844
H -0.6056 1.6180 1.6030 0.1159
H -0.1891 0.0354 2.5462 0.0750
I 2.6843 -0.3379 -1.1627 0.3606
H 2.2223 0.8841 -2.3243 -0.2157



57
Properties=species:S:1:pos:R:3:lowdin_charge:R:1 method="wB97M-V/def2-TZVPD" energy_ha=-1528.08933 homo_ev=-8.602 smiles="Cc1cccc(OCC(=O)Nc2cc(NC(=O)COc3cccc(C)c3)cc(C(=O)O)c2)c1" charge=0 de_lowest_ev=0.265 orbital_gap_ev=8.998
C 3.4928 -4.4836 0.8086 -0.0452
C 2.1447 -4.8652 1.3389 -0.2692
C 1.6878 -6.1719 1.2459 -0.0576
C 0.4465 -6.5169 1.7532 -0.0760
C -0.3489 -5.5668 2.3606 -0.0139
C 0.1034 -4.2539 2.4637 -0.2593
O -0.7615 -3.3713 3.0706 -0.0588
C -0.2967 -2.0735 3.3479 -0.0997
C -0.1383 -1.1846 2.1067 -0.4598
O 0.6136 -0.2352 2.0968 0.0762
N -0.9413 -1.5832 1.0908 0.1535
C -1.0857 -1.0370 -0.1857 -0.1885
C -0.3790 0.0863 -0.5938 0.0712
C -0.5604 0.6043 -1.8751 -0.1808
N 0.1877 1.7293 -2.2129 0.1529
C 0.0947 2.5234 -3.3105 -0.4564
O -0.6421 2.3573 -4.2533 0.0905
C 1.0817 3.6992 -3.2558 -0.0988
O 1.5340 4.0180 -1.9634 -0.0595
C 0.6481 4.6028 -1.0869 -0.2618
C -0.7000 4.8084 -1.3446 -0.0190
C -1.4886 5.3959 -0.3684 -0.0690
C -0.9532 5.7690 0.8486 -0.0577
C 0.3958 5.5605 1.1166 -0.2759
C 0.9825 5.9321 2.4438 -0.0482
C 1.1860 4.9774 0.1410 0.0295
C -1.4514 -0.0009 -2.7529 0.0652
C -2.1529 -1.1289 -2.3369 -0.1207
C -3.0917 -1.7622 -3.2924 -0.4814
O -3.2763 -1.3980 -4.4243 0.1207
O -3.7446 -2.8180 -2.7733 0.1018
C -1.9752 -1.6514 -1.0621 0.0446
C 1.3440 -3.9068 1.9498 0.0231
H 4.2496 -4.6312 1.5797 0.0867
H 3.5129 -3.4374 0.5131 0.0787
H 3.7609 -5.0992 -0.0466 0.0782
H 2.3045 -6.9212 0.7726 0.1094
H 0.0958 -7.5350 1.6752 0.1051
H -1.3179 -5.8156 2.7629 0.1157
H -1.0606 -1.6202 3.9889 0.1447
H 0.6508 -2.0850 3.8991 0.1417
H -1.5061 -2.4048 1.2758 0.1496
H 0.3072 0.5587 0.0908 0.1086
H 0.8503 2.0317 -1.5070 0.1471
H 0.6298 4.5619 -3.7591 0.1409
H 1.9778 3.4094 -3.8147 0.1443
H -1.1462 4.5163 -2.2821 0.1113
H -2.5371 5.5585 -0.5689 0.1070
H -1.5833 6.2240 1.5983 0.1084
H 0.4389 6.7615 2.8897 0.0765
H 0.9215 5.0826 3.1246 0.0861
H 2.0295 6.2069 2.3423 0.0774
H 2.2369 4.8017 0.3133 0.1257
H -1.6093 0.3891 -3.7449 0.1151
H -4.3407 -3.1879 -3.4430 0.1327
H -2.5259 -2.5280 -0.7591 0.1214
H 1.7055 -2.8912 2.0080 0.1153



21
Properties=species:S:1:pos:R:3:lowdin_charge:R:1 method="wB97M-V/def2-TZVPD" energy_ha=-2939.68528 homo_ev=-6.390 charge=0 de_lowest_ev=3.757 orbital_gap_ev=5.549
Br -1.6892 0.3492 1.4291 0.7481
C -1.2414 -0.7565 -0.0890 -0.6714
C 0.2807 -0.9024 -0.3076 -0.1822
C 0.5781 -2.0658 0.4896 -0.0054
N -0.4803 -2.7049 0.8654 0.0837
C -1.6793 -2.1909 0.1682 -0.1786
H -1.7464 -0.3391 -0.9494 0.0946
H 0.5817 -0.9662 -1.3505 0.1534
H 0.8763 -0.0447 0.0904 0.0887
H 1.5586 -2.3778 0.8192 0.1601
H -0.5014 -3.4669 1.5211 0.1661
H -2.6244 -2.3782 0.6599 0.1173
H -1.7112 -2.6977 -0.8035 0.1354
C 0.9981 3.1084 0.2214 -0.1315
C 0.9708 2.0277 -0.8711 -0.5525
O 1.9275 1.0804 -0.7186 -0.3344
H 1.9328 3.6697 0.2002 0.0581
H 0.1746 3.8263 0.0993 0.0580
H 0.8991 2.6479 1.2084 0.0454
H 0.9794 2.5730 -1.8431 0.0895
H -0.0842 1.6082 -0.8395 0.0578